Computed, not measured: a structure of composition C4H5ErLiO5, with ωB97M-V/def2-TZVPD.

Structure (XYZ):
```
16
Properties=species:S:1:pos:R:3:forces:R:3
O 2.732402 -1.266633 -0.240497 2.703 -1.126 0.656
C 2.030070 -0.211887 -0.047902 -1.564 0.987 -0.626
O 2.558207 0.771362 0.512357 2.697 -0.204 0.747
O 0.801335 -0.225218 -0.496931 2.646 0.236 0.111
C -1.226358 0.676780 -0.448741 -4.104 0.596 -5.007
C 0.146323 1.102415 -0.789924 1.473 -0.793 2.890
Er 4.883704 -0.346792 0.782160 -3.754 0.851 -0.735
H -1.859208 1.548421 -0.255360 0.035 -0.209 -0.204
H -1.408338 0.282834 -1.530565 -1.384 0.156 2.182
H 0.479889 1.905915 -0.123838 0.650 -0.345 -0.267
H 0.327687 1.282287 -1.854959 -0.439 0.224 0.334
Li 2.177734 -2.762512 -1.219072 -0.471 -0.708 -0.484
O -1.683973 -0.388492 0.463175 2.445 -0.169 -0.072
C -2.799921 -0.360413 0.993378 -0.892 0.572 0.806
O -3.181766 -1.147381 1.883472 0.550 0.077 -0.381
H -3.977787 -0.860679 2.373246 -0.592 -0.146 0.049
```
Positions in Å, forces in eV/Å.

Its multiplicity is 5. As for the frontier orbital gap (alpha / beta): 0.1845 / 0.1701 Ha. For the HOMO energy (alpha / beta), the calculation gives -23.57 / -24.74 eV. The net charge is +4. For the maximum force, the calculation gives 6.50 eV/Å. For the calculated total energy, the calculation gives -42240.798 eV. The calculation puts the molar mass at 307.28 Da.